[1]
Below is a cluster of 4 separate species, C25H62BN3O6 in total, with properties calculated with ωB97M-V with the def2-TZVPD basis set.

Calculated values
Energy relative to the best compared isomer or geometry (same formula, charge and spin) = 0.755 eV
Lowest unoccupied orbital energy = 0.018 Ha
Energy = -44356.428 eV

```
97
Properties=species:S:1:pos:R:3:forces:R:3
B -6.367 -1.324 -6.224 0.16 0.31 -0.52
C -6.140 -0.718 -7.682 0.10 0.61 1.02
C -4.798 0.042 -7.905 0.49 -0.97 0.18
C -3.562 -0.637 -7.196 -0.89 0.48 -1.61
C -2.263 -0.194 -7.933 -0.20 0.37 0.25
C -1.101 0.378 -7.070 0.80 -0.95 -0.19
C -1.149 0.069 -5.557 -0.81 1.87 0.43
C -1.975 1.223 -4.877 -0.30 -0.44 -0.67
H -7.393 -1.814 -5.865 -0.09 -0.01 -0.26
H -5.501 -1.291 -5.404 -0.02 0.02 0.01
H -6.959 0.010 -7.853 0.03 -0.49 -0.08
H -6.283 -1.524 -8.425 0.04 0.26 0.17
H -4.594 0.050 -8.986 -0.05 0.23 0.27
H -4.821 1.082 -7.544 -0.31 -0.24 -0.24
H -3.707 -1.717 -7.360 0.19 0.21 0.62
H -3.638 -0.354 -6.145 0.39 -0.46 -0.16
H -1.917 -1.035 -8.552 0.02 0.21 0.33
H -2.547 0.586 -8.661 0.14 -0.25 0.24
H -1.007 1.462 -7.240 -0.13 -0.27 0.29
H -0.159 -0.047 -7.462 -0.32 0.18 0.03
H -0.156 0.138 -5.093 -0.16 -0.53 -0.29
H -1.640 -0.877 -5.305 0.43 0.00 -0.27
H -2.847 1.471 -5.509 0.25 -0.10 0.25
H -1.382 2.148 -4.839 -0.10 -0.33 0.29
H -2.381 0.934 -3.899 0.36 0.27 -0.05
C -0.219 -0.510 1.828 0.14 -0.17 -0.03
O -0.335 -1.910 1.635 -0.16 0.28 0.07
C -1.675 -2.390 1.662 0.01 -0.46 -0.10
C -2.148 -2.797 0.274 0.12 0.37 0.04
N -2.328 -1.633 -0.589 0.10 -0.19 -0.12
C -2.477 -1.944 -2.013 0.04 0.18 0.15
C -1.348 -2.696 -2.722 -0.19 0.00 -0.24
O -0.151 -1.954 -2.884 -0.02 -0.13 0.16
C 0.689 -1.917 -1.743 0.10 0.19 -0.29
H 0.829 -0.283 2.018 -0.04 -0.03 -0.01
H -0.528 0.044 0.938 -0.11 0.13 0.08
H -0.803 -0.175 2.690 -0.05 0.05 -0.05
H -2.355 -1.663 2.117 0.05 0.11 -0.10
H -1.675 -3.280 2.296 -0.02 0.01 0.02
H -3.102 -3.325 0.360 0.00 -0.02 -0.01
H -1.405 -3.494 -0.131 -0.02 -0.16 0.09
H -1.530 -1.022 -0.487 0.01 0.02 0.06
H -2.608 -0.988 -2.526 -0.02 -0.05 -0.08
H -3.410 -2.501 -2.146 0.04 -0.08 -0.01
H -1.697 -2.908 -3.737 0.01 0.04 -0.01
H -1.138 -3.672 -2.269 0.06 0.06 0.15
H 0.656 -2.849 -1.175 -0.08 0.03 0.07
H 0.432 -1.071 -1.104 0.00 -0.10 0.22
H 1.712 -1.760 -2.089 -0.03 -0.04 -0.07
C 0.384 -1.636 9.285 0.21 0.11 0.07
O 1.628 -2.174 8.874 -0.33 -0.06 0.01
C 1.523 -3.416 8.187 0.42 -0.12 -0.17
C 1.821 -3.258 6.702 -0.30 0.22 0.15
N 0.761 -2.521 6.020 0.24 0.04 -0.06
C 1.110 -2.061 4.673 -0.13 0.04 0.24
C 2.312 -1.125 4.510 -0.06 -0.07 -0.27
O 2.131 0.178 5.041 0.10 -0.13 0.05
C 2.331 0.295 6.439 -0.11 0.27 -0.17
H 0.589 -0.825 9.985 0.06 -0.03 -0.04
H -0.176 -1.221 8.442 -0.15 -0.06 0.02
H -0.226 -2.385 9.796 -0.05 -0.01 -0.05
H 0.550 -3.887 8.350 -0.07 0.13 -0.05
H 2.283 -4.074 8.617 -0.01 -0.02 0.00
H 1.912 -4.249 6.249 0.02 0.00 -0.02
H 2.789 -2.752 6.618 0.13 -0.13 0.05
H 0.516 -1.712 6.572 -0.02 0.00 0.06
H 0.232 -1.539 4.288 0.03 -0.03 -0.08
H 1.255 -2.937 4.035 0.08 0.03 -0.02
H 2.458 -0.981 3.436 -0.01 0.01 0.00
H 3.244 -1.566 4.880 -0.04 0.01 0.16
H 3.116 -0.372 6.801 -0.06 -0.09 0.02
H 1.399 0.115 6.978 0.07 -0.13 0.18
H 2.629 1.323 6.648 0.02 -0.01 -0.08
C 1.782 1.437 -0.015 -0.12 0.19 0.07
O 1.771 2.143 1.211 0.13 -0.23 -0.21
C 2.974 2.017 1.966 -0.02 0.27 0.48
C 3.775 3.312 1.956 -0.09 -0.17 -0.38
N 4.349 3.578 0.640 -0.07 0.20 0.14
C 4.865 4.937 0.463 -0.07 -0.21 -0.14
C 3.903 6.116 0.636 0.23 0.15 -0.04
O 2.915 6.230 -0.373 -0.03 -0.08 0.18
C 1.787 5.387 -0.213 0.03 0.19 -0.27
H 0.758 1.408 -0.390 0.03 0.06 0.02
H 2.402 1.936 -0.765 0.09 -0.13 -0.06
H 2.127 0.408 0.124 0.07 0.00 -0.07
H 3.579 1.172 1.623 0.00 0.06 -0.17
H 2.674 1.809 2.997 0.02 -0.04 -0.01
H 4.585 3.236 2.687 0.00 0.02 0.02
H 3.099 4.113 2.276 -0.03 -0.03 0.18
H 3.643 3.419 -0.065 -0.04 -0.05 -0.01
H 5.265 4.986 -0.553 0.03 0.08 0.02
H 5.714 5.072 1.141 -0.05 0.05 0.07
H 4.501 7.028 0.560 0.00 -0.01 -0.04
H 3.443 6.144 1.631 -0.09 -0.15 -0.02
H 1.526 5.241 0.837 0.06 -0.09 0.02
H 1.953 4.425 -0.702 -0.09 -0.15 0.15
H 0.943 5.862 -0.716 0.05 0.07 0.02
```
Forces are in eV/Å.

***

[2]
Below is a structure of composition C31H18Cl6N5O3RhS2, with properties calculated with ωB97M-V with the def2-TZVPD basis set.

Calculated values
Energy relative to the best compared isomer or geometry (same formula, charge and spin) = 0.000 eV
Lowest unoccupied orbital energy = -0.038 Ha
Energy = -145847.438 eV

```
66
Properties=species:S:1:pos:R:3:forces:R:3
Rh 0.160 0.089 -0.394 -0.04 0.29 -0.23
Cl -3.873 4.625 3.643 0.01 -0.02 -0.02
C -2.919 3.775 2.461 -0.01 0.01 0.02
C -2.641 4.389 1.226 -0.02 0.01 -0.03
C -1.899 3.740 0.283 0.02 0.00 0.01
C -1.371 2.436 0.508 0.05 0.00 -0.02
O -0.707 1.900 -0.453 -0.28 -0.20 -0.06
C -1.660 1.833 1.763 0.02 -0.06 0.03
C -1.274 0.506 2.115 -0.08 0.05 0.04
N -0.506 -0.278 1.443 0.31 -0.01 0.25
C -0.304 -1.633 1.820 -0.11 -0.01 -0.05
C -0.776 -2.236 2.953 0.01 -0.04 0.00
C -0.494 -3.594 3.215 0.00 0.05 0.00
C 0.263 -4.337 2.358 0.01 -0.02 -0.03
C 0.776 -3.742 1.182 0.02 -0.03 0.00
C 1.599 -4.422 0.254 -0.03 0.00 0.02
C 2.082 -3.764 -0.837 0.01 0.03 -0.01
C 1.728 -2.415 -1.034 0.02 0.00 -0.02
N 0.954 -1.769 -0.200 -0.27 -0.08 -0.04
C 0.477 -2.399 0.918 -0.10 0.02 -0.07
C -2.446 2.525 2.716 -0.02 0.02 0.00
H -3.032 5.379 1.028 0.01 0.00 0.01
H -1.689 4.194 -0.676 0.01 0.00 0.01
H -1.710 0.129 3.035 0.01 0.01 0.00
H -1.373 -1.687 3.666 -0.01 -0.04 0.01
H -0.886 -4.042 4.118 -0.01 0.00 0.00
H 0.480 -5.377 2.562 0.01 0.00 0.00
H 1.840 -5.464 0.427 0.01 0.00 0.01
H 2.718 -4.252 -1.561 0.01 0.00 0.00
H 2.079 -1.860 -1.894 -0.03 -0.01 -0.01
H -2.676 2.046 3.660 0.01 0.00 0.00
Cl 2.445 -0.508 2.142 0.18 0.15 0.13
C 2.846 0.719 0.979 0.08 -0.08 -0.11
C 1.954 1.046 -0.051 -0.09 -0.01 0.17
C 2.389 2.089 -0.888 0.08 0.08 0.13
Cl 1.385 2.766 -2.128 0.01 -0.21 -0.17
C 3.647 2.692 -0.755 -0.09 0.01 -0.07
Cl 4.151 3.937 -1.835 0.01 0.00 0.01
C 4.510 2.298 0.256 0.09 0.01 0.03
Cl 6.062 3.023 0.418 -0.03 -0.01 0.00
C 4.098 1.314 1.142 -0.02 -0.03 0.02
Cl 5.153 0.839 2.419 -0.02 0.00 -0.01
N -6.781 2.805 -2.937 -0.10 -0.03 0.06
C -5.907 1.836 -2.494 0.05 0.00 -0.01
C -5.792 0.618 -3.169 0.01 0.00 0.00
C -4.941 -0.366 -2.700 0.05 0.01 -0.03
C -4.194 -0.146 -1.552 -0.03 0.03 0.06
C -4.310 1.058 -0.864 -0.02 -0.01 0.00
C -5.154 2.041 -1.330 -0.02 0.01 -0.01
S -3.099 -1.381 -0.952 -0.04 -0.13 0.00
O -3.192 -1.421 0.483 0.02 0.01 -0.04
O -3.354 -2.572 -1.720 0.02 0.02 -0.04
N -1.610 -0.846 -1.269 0.14 0.07 0.07
C -1.091 -0.708 -2.499 -0.03 0.00 0.04
S -1.654 -1.169 -4.064 0.04 -0.01 0.03
C -0.187 -0.536 -4.745 -0.03 -0.07 -0.04
C 0.616 -0.039 -3.784 0.00 0.08 0.12
N 0.102 -0.124 -2.512 0.09 -0.02 -0.20
H -7.121 2.741 -3.880 0.03 0.02 -0.02
H -6.676 3.736 -2.579 0.03 0.02 -0.03
H -6.380 0.445 -4.062 0.00 -0.01 0.00
H -4.854 -1.313 -3.215 -0.02 0.00 0.00
H -3.749 1.214 0.046 0.04 0.01 0.04
H -5.246 2.976 -0.789 0.00 0.00 0.00
H -0.004 -0.577 -5.804 0.00 0.02 0.00
H 1.581 0.414 -3.943 0.04 0.05 0.02
```
Forces are in eV/Å.

***

[3]
Below is a structure of composition C8H18N4O3Pt, with properties calculated with ωB97M-V with the def2-TZVPD basis set.

Calculated values
Energy relative to the best compared isomer or geometry (same formula, charge and spin) = 0.255 eV
Lowest unoccupied orbital energy = -0.011 Ha
Energy = -23938.021 eV

```
34
Properties=species:S:1:pos:R:3:forces:R:3
Pt 0.404 -1.632 -0.307 -0.08 0.14 -0.12
N -1.528 -2.400 -0.340 0.08 -0.14 0.14
C -1.670 -2.869 1.076 0.08 0.02 -0.05
C -0.295 -3.310 1.630 -0.17 -0.23 -0.13
O -0.182 -3.577 2.810 -0.04 -0.15 0.01
N 0.647 -3.363 0.647 0.22 0.62 0.10
C 2.055 -3.476 1.039 -0.11 -0.20 0.05
C 2.884 -2.202 0.801 -0.03 -0.04 -0.31
O 4.026 -2.134 1.179 0.06 0.04 0.11
O 2.307 -1.237 0.087 -0.09 -0.17 0.09
H -2.331 -1.858 -0.635 0.01 0.06 0.07
H -1.472 -3.214 -0.946 -0.04 0.04 -0.05
H -2.392 -3.683 1.153 0.02 -0.02 0.07
H -2.010 -2.033 1.682 -0.02 -0.01 0.00
H 2.526 -4.251 0.430 0.06 0.01 0.04
H 2.154 -3.771 2.083 -0.03 0.05 0.02
C -1.663 3.283 0.085 -0.01 0.00 -0.01
C -0.442 2.639 -0.562 -0.03 -0.04 -0.01
C -0.342 3.059 -2.030 0.01 0.00 0.00
C 0.820 3.040 0.197 0.02 0.03 0.01
N -0.654 1.181 -0.395 0.08 0.06 -0.11
N 0.377 0.367 -0.978 0.05 0.03 0.04
H -1.608 4.368 0.001 0.00 0.00 0.01
H -1.721 3.012 1.138 0.00 0.00 0.00
H -2.583 2.957 -0.407 0.00 0.00 0.00
H -0.219 4.139 -2.109 -0.01 0.00 0.01
H -1.246 2.784 -2.580 0.00 0.00 0.00
H 0.521 2.609 -2.527 0.00 0.01 -0.01
H 0.869 4.126 0.277 0.01 0.00 0.00
H 1.734 2.720 -0.309 -0.01 -0.02 -0.01
H 0.814 2.617 1.202 -0.02 0.01 0.00
H -1.512 0.922 -0.872 -0.01 -0.04 0.07
H 1.262 0.636 -0.546 -0.03 0.03 -0.02
H 0.470 0.550 -1.976 0.04 -0.11 -0.01
```
Forces are in eV/Å.